# 1
The following is a DFT calculation (the ωB97M-V functional and the def2-TZVPD basis) of an isolated molecule of C4H6O at a distorted geometry.

ΔE to the lowest compared entry with this formula, charge and spin ... 294.70 kJ/mol
LUMO ... 0.767 eV
HOMO-LUMO gap ... 9.28 eV

Each line ends with the Löwdin charge.
Element x y z (Å)
1 O 2.37141 0.50756 0.14544  -0.04
2 C 0.21124 -0.36788 0.61119  -0.26
3 H -1.90887 -0.89294 0.92900  0.10
4 H -0.61826 0.83405 -1.28437  0.09
5 H -0.33725 1.78763 0.27113  0.11
6 H 0.29208 -0.05429 1.65071  0.15
7 C -0.29145 0.84104 -0.25923  0.01
8 C 1.35838 -0.04839 -0.26903  -0.42
9 H 1.27006 -0.52444 -1.26327  0.14
10 H -1.25069 -1.31481 -0.73148  0.09
11 C -1.09664 -0.76754 0.19990  0.03


# 2
The following is a DFT calculation (the ωB97M-V functional and the def2-TZVPD basis) of C25H32IrN2O3SiTe as an isolated structure at a distorted geometry.

ΔE to the lowest compared entry with this formula, charge and spin ... 46.96 kJ/mol
<S²> ... 8.7712
LUMO (alpha / beta) ... 0.277 / -1.999 eV
Spin multiplicity ... 6
HOMO-LUMO gap (alpha / beta) ... 6.60 / 5.83 eV

Each line ends with the Mulliken spin population.
Element x y z (Å)
1 N -2.99154 -0.88395 0.60508  0.07
2 H -2.33395 1.05653 0.49278  0.00
3 C -4.32196 -0.68597 1.18743  0.01
4 H 4.75029 4.88782 -0.45528  0.00
5 H -5.14752 0.20777 -0.60650  0.00
6 O 4.22239 4.53810 -2.88029  0.00
7 C 1.61183 -1.94455 3.21073  -0.02
8 H 4.45552 5.01043 -4.80964  0.00
9 C 3.34682 3.55664 0.47129  0.00
10 C -1.30482 -6.10691 0.84391  0.00
11 H 2.12408 3.31792 3.06050  0.00
12 O 0.68334 1.22880 1.34321  0.04
13 C 2.21532 2.26108 2.81118  0.01
14 C -1.90747 -4.87167 0.68469  -0.01
15 C 2.27976 -1.79858 4.41293  0.01
16 Te -1.06767 -0.89478 -2.56446  1.79
17 C 3.66513 -1.75149 4.43619  0.02
18 H 1.92051 -5.12348 0.80024  0.00
19 H 2.45385 -2.75047 -0.57085  0.01
20 H 0.55090 -7.15209 1.03193  0.00
21 H 4.19052 -1.63642 5.37312  0.00
22 H 4.25398 -2.09440 1.13205  0.00
23 C 3.95336 4.17390 -0.58891  0.02
24 O 0.97860 1.46932 -1.34610  0.06
25 C 4.37068 -1.86088 3.24855  -0.01
26 H 1.64685 1.67700 3.53132  0.00
27 H -1.61771 -2.77299 0.43861  0.08
28 H -5.11832 -0.44926 3.18056  0.00
29 H -1.90545 -7.00182 0.91060  0.00
30 H -3.08617 -1.02330 -0.40190  0.02
31 C 2.30454 -2.05163 2.00719  0.00
32 C 1.66600 1.99382 1.42723  -0.05
33 H -6.02656 -2.00453 1.43175  0.00
34 N -2.02252 0.13156 0.81039  0.05
35 C -1.13178 -3.73231 0.56538  -0.10
36 C 2.30374 2.62516 0.30556  -0.05
37 C -5.11753 0.40868 0.46301  0.00
38 H -4.45258 -2.80668 1.52908  0.00
39 H 4.00770 3.31044 -4.54076  0.00
40 C 1.89533 2.30633 -1.03318  0.05
41 C 3.69320 -1.99857 2.05165  0.03
42 H 1.72759 -1.72736 5.33956  0.00
43 C 0.84406 -5.04715 0.77244  0.01
44 C 0.07609 -6.19059 0.90147  0.00
45 H -6.13926 0.43507 0.82980  0.00
46 C 2.54645 2.95896 -2.10941  0.02
47 Ir 0.10828 -0.28736 -0.28940  2.58
48 H 0.53223 -2.00213 3.20667  0.00
49 H 3.68508 3.80506 1.46390  0.00
50 C 0.25648 -3.79930 0.59553  -0.03
51 H -4.68187 1.39460 0.61835  0.00
52 C -5.02260 -2.03557 1.01961  0.00
53 H 3.26240 1.96764 2.87510  0.00
54 C -4.16323 -0.35476 2.67315  0.00
55 H 2.20102 2.68705 -3.09545  0.00
56 H 2.78108 4.60101 -4.36482  0.00
57 H 5.45207 -1.84614 3.26642  0.00
58 Si 1.37664 -2.24634 0.34718  0.40
59 H -3.81028 0.66472 2.82265  0.00
60 H -5.08882 -2.29599 -0.03374  0.00
61 H -2.98547 -4.80330 0.63527  0.00
62 H -3.46120 -1.04697 3.13370  0.00
63 C 3.54942 3.87791 -1.90240  -0.01
64 C 3.83341 4.34125 -4.21773  0.00
65 H -1.82560 0.19615 1.80924  -0.01


# 3
The following is a DFT calculation (the ωB97M-V functional and the def2-TZVPD basis) of C10H17BeCaCl4N3O7 as an isolated structure at a distorted geometry.

LUMO ... -4.878 eV
HOMO-LUMO gap ... 1.30 eV

Each line ends with the Löwdin charge.
Element x y z (Å)
1 H 4.22387 2.39588 1.40808  0.12
2 N 1.35365 0.31177 1.19337  -0.19
3 C -5.27936 3.18705 -5.40693  -0.82
4 H 2.48434 1.30357 2.89313  0.13
5 N 4.51879 -1.58102 1.64769  0.02
6 H 0.22412 -3.03798 1.66117  0.07
7 H 4.75576 0.86083 -0.86388  0.12
8 O -5.46213 -0.63399 0.20488  -0.10
9 H 6.04778 -0.76297 0.32971  0.13
10 C 4.14024 0.45914 0.07660  -0.21
11 N -5.71295 -1.23001 -0.85584  -0.64
12 O -4.69677 3.75977 -4.36322  0.00
13 Be -1.51292 -1.30500 -2.35579  0.46
14 Ca -5.07696 -3.16070 0.71351  1.68
15 Cl -2.06338 -0.21779 0.97747  0.59
16 H 4.35474 -5.12796 1.36114  0.03
17 O 4.63462 -4.99831 0.44253  -0.08
18 C 1.33217 -0.88113 2.12335  -0.03
19 C 2.17469 1.45496 1.75178  -0.19
20 O -6.37696 -2.27955 -0.83633  -0.19
21 H 1.86053 -0.93402 3.16587  0.11
22 O -5.15059 1.94015 -5.35978  0.04
23 H 4.56397 -4.04104 0.30929  0.01
24 Cl -3.57696 3.22848 -1.82433  -0.13
25 C -0.01673 -1.23410 -0.16257  -0.31
26 H 5.65905 0.36461 1.88852  0.11
27 H 3.39568 -0.33806 -0.34807  0.10
28 O -5.29965 -0.77644 -1.93585  0.09
29 H 4.96391 -1.84316 2.55720  0.01
30 O -5.84176 3.93154 -6.24092  0.10
31 C 0.44336 -1.95891 1.26517  -0.10
32 H 1.45574 2.40783 1.74666  0.14
33 C -3.38137 0.75622 1.65091  -1.51
34 C 0.64355 0.26978 -0.16050  -0.05
35 H 3.03940 2.44919 -0.13383  0.12
36 H -4.31292 0.19406 1.54678  -0.04
37 C 3.44174 1.77453 0.76126  -0.19
38 Cl -3.54637 2.27970 0.76150  0.47
39 H 0.59237 1.10428 -0.99306  0.14
40 Cl -3.10708 1.06793 3.37340  0.51
41 C 5.20935 -0.33409 1.05579  -0.30
42 H -4.41633 2.88970 -4.01397  0.01
43 H -0.68222 -1.71472 -1.01186  -0.21


# 4
The following is a DFT calculation (the ωB97M-V functional and the def2-TZVPD basis) of an isolated ion of composition C3H11N3 and charge +1 at a distorted geometry.

ΔE to the lowest compared entry with this formula, charge and spin ... 80.83 kJ/mol
<S²> ... 0.7541
Total charge ... +1
LUMO (alpha / beta) ... -3.147 / -8.212 eV
Spin multiplicity ... 2
HOMO-LUMO gap (alpha / beta) ... 10.93 / 5.83 eV

Each line ends with the Mulliken spin population.
Element x y z (Å)
1 C 0.15471 1.39463 1.39867  0.03
2 H -1.46673 -0.31404 -2.05702  0.01
3 C -0.77501 -0.96137 -1.52385  0.04
4 N 0.05834 -1.63331 -2.50139  0.02
5 N 0.02516 -0.21049 -0.55883  0.79
6 H 0.69282 -0.87450 -0.15031  -0.02
7 C -0.68171 0.54097 0.47393  0.05
8 H 0.78440 -2.23015 -2.12147  0.00
9 H 0.70819 2.21339 0.92359  0.00
10 H 1.83440 0.22232 1.76576  0.00
11 H -1.04590 -0.25462 1.14120  0.05
12 H -0.47433 2.02007 2.02742  0.00
13 H 0.51852 -0.89520 -3.02384  0.00
14 N 0.97885 0.52311 2.22685  0.01
15 H -1.35676 1.18426 -0.06714  0.00
16 H -1.32753 -1.73791 -0.97799  0.03
17 H 1.37258 1.01282 3.02441  0.00